# 1
A cluster of 2 separate species, C10H15NO2 in total at a distorted geometry, computed with the ωB97M-V functional and the def2-TZVPD basis.

Geometry (Å):
C 0.38 0.22 3.65
C -0.66 0.76 2.68
C 1.18 -0.82 2.86
O 0.72 -1.78 2.25
N 2.52 -0.57 2.64
H 1.05 0.98 4.04
H 0.02 -0.31 4.55
H -1.28 0.04 2.13
H 2.89 -1.13 1.88
H 3.30 -0.05 3.01
H -0.09 1.21 1.87
H -1.29 1.55 3.09
C 1.98 -0.93 -1.59
C 0.05 -0.22 -3.04
C 0.62 -0.32 -1.74
C -1.14 0.48 -3.19
C -1.80 0.94 -2.06
C -0.21 -0.08 -0.66
C -1.45 0.53 -0.80
O -2.97 1.67 -2.25
H 0.61 -0.71 -3.82
H -1.57 0.51 -4.19
H 2.63 -0.76 -2.45
H 1.88 -1.99 -1.35
H 0.14 -0.36 0.33
H -2.84 2.14 -3.07
H -2.01 0.83 0.08
H 2.53 -0.46 -0.78

Output
LUMO energy: 0.847 eV
largest force on an atom: 2.2 eV Å⁻¹
frontier orbital gap: 9.1 eV
structure (SMILES): Cc1ccc(O)cc1.CCC(N)=O
2S+1: 1
molar mass: 181.235 g/mol
relative energy (zero: lowest compared OMol25 entry of this formula, charge and spin): 0.941 eV
charge: 0
E_HOMO: -0.3039 hartree

# 2
The ion C10H15NO2P with charge +1 at a distorted geometry, computed with the ωB97M-V functional and the def2-TZVPD basis.

Geometry (Å):
C -3.88 -1.73 0.47
C -3.31 2.62 -0.71
C -0.41 -1.23 0.42
C 0.92 -1.48 0.52
C -1.45 -1.99 -0.12
C -2.75 0.13 -0.54
C 2.01 1.04 -1.00
C 4.00 0.76 0.55
C 1.84 -0.43 1.00
C 2.82 0.11 -0.09
N -2.76 -1.30 0.04
O -1.64 -3.11 -0.46
O -2.45 0.18 -1.68
P -3.39 1.41 0.51
H -4.76 -1.13 0.22
H -3.98 -2.76 0.99
H -3.82 3.56 -0.51
H -2.69 2.47 -1.54
H -0.77 -0.31 0.98
H 1.39 -2.34 0.01
H 1.57 1.74 -0.38
H 2.80 1.69 -1.61
H 1.40 0.56 -1.76
H 4.89 0.17 0.45
H 4.18 1.75 0.13
H 3.69 1.08 1.58
H 2.42 -0.93 1.71
H 1.20 0.32 1.53
H 2.95 -0.85 -0.70

Output
LUMO energy (spin up / spin down): -5.467 / -5.467 eV
largest force on an atom: 4.5 eV Å⁻¹
frontier orbital gap (spin up / spin down): 8.2 / 8.2 eV
structure (SMILES): C=PC(=O)[N+](=C)C(=O)/C=C/CC(C)C
2S+1: 1
molar mass: 212.209 g/mol
relative energy (zero: lowest compared OMol25 entry of this formula, charge and spin): 4.084 eV
charge: +1
E_HOMO (spin up / spin down): -0.5038 / -0.5038 hartree

# 3
An isolated molecule of C10H15NS at a distorted geometry, computed with the ωB97M-V functional and the def2-TZVPD basis.

Geometry (Å):
C -0.72 -2.22 -0.84
C -0.06 -1.10 -0.57
C 0.49 -0.17 -1.41
C -0.55 2.32 2.68
C 0.54 0.08 3.88
C -1.44 -2.21 -2.14
C 0.83 -0.84 -2.80
C -0.19 -1.95 -3.23
C 1.22 1.64 -0.16
C 1.49 1.00 1.17
N 0.91 1.05 -1.24
S 0.03 0.61 2.38
H -0.70 -3.09 -0.24
H -0.31 2.67 3.61
H -1.63 2.28 2.65
H 0.94 -0.93 3.79
H 1.12 0.79 4.40
H -2.10 -3.03 -2.40
H -1.97 -1.25 -2.08
H 0.68 -0.08 -3.53
H 1.82 -1.20 -2.99
H 0.30 -2.87 -3.45
H -0.86 -1.55 -4.09
H -0.18 2.97 1.83
H 1.40 2.72 -0.37
H 1.59 -0.09 0.89
H 2.30 1.62 1.65

Output
LUMO energy (spin up / spin down): -0.077 / -0.076 eV
largest force on an atom: 4.4 eV Å⁻¹
frontier orbital gap (spin up / spin down): 7.3 / 7.3 eV
2S+1: 1
molar mass: 181.304 g/mol
relative energy (zero: lowest compared OMol25 entry of this formula, charge and spin): 6.654 eV
charge: 0
E_HOMO (spin up / spin down): -0.2706 / -0.2706 hartree

# 4
A cluster of 2 separate species, C10H15NSi in total at a distorted geometry, computed with the ωB97M-V functional and the def2-TZVPD basis.

Geometry (Å):
C 3.11 -0.53 -0.72
C 2.35 0.56 -1.05
C 2.41 -1.63 -0.23
C 0.98 0.60 -1.04
C 0.99 -1.64 -0.26
C 0.24 -0.58 -0.80
C 0.12 0.95 2.22
C 0.85 1.96 3.03
C -2.42 0.87 -1.85
C -2.87 -1.98 -0.57
N -0.97 1.25 1.70
Si -1.68 -0.41 -0.69
H 4.07 -0.43 -1.05
H 2.89 1.46 -1.29
H 2.78 -2.62 0.17
H 0.45 1.46 -1.36
H 0.39 -2.57 0.13
H 0.71 0.08 1.84
H 1.30 2.62 2.30
H 1.61 1.51 3.63
H 0.07 2.55 3.47
H -2.80 0.56 -2.86
H -3.38 1.09 -1.37
H -1.69 1.70 -1.97
H -3.06 -2.13 0.61
H -3.88 -1.82 -1.08
H -2.56 -2.88 -0.91

Output
LUMO energy (spin up / spin down): 0.025 / 0.118 eV
largest force on an atom: 4.6 eV Å⁻¹
frontier orbital gap (spin up / spin down): 8.4 / 6.6 eV
2S+1: 1
molar mass: 177.323 g/mol
relative energy (zero: lowest compared OMol25 entry of this formula, charge and spin): 3.577 eV
charge: 0
E_HOMO (spin up / spin down): -0.3094 / -0.2387 hartree

# 5
A cluster of 2 separate species, C10H15NSi in total at a distorted geometry, computed with the ωB97M-V functional and the def2-TZVPD basis.

Geometry (Å):
C -0.24 0.71 -2.07
C 0.92 0.00 -1.71
C -1.44 0.09 -2.15
C 1.00 -1.39 -1.55
C -1.47 -1.36 -2.01
C -0.22 -1.99 -1.64
C 1.60 3.05 1.48
C 0.67 2.16 1.19
C 1.10 -1.31 1.90
C -0.31 -0.80 1.98
N -2.01 1.22 0.53
Si -0.56 0.95 1.33
H -0.25 1.73 -2.21
H 1.94 0.59 -1.69
H -2.30 0.80 -2.19
H 1.86 -2.06 -1.38
H -2.41 -1.84 -2.04
H 2.43 3.38 0.86
H 1.81 3.35 2.54
H -0.12 -3.06 -1.59
H 1.18 -2.38 1.61
H 1.65 -0.68 1.13
H 1.66 -1.31 2.90
H -0.74 -0.88 3.07
H -1.00 -1.51 1.47
H -2.43 0.43 0.05
H -2.29 2.11 0.18

Output
LUMO energy: 0.767 eV
largest force on an atom: 4.3 eV Å⁻¹
frontier orbital gap: 7.6 eV
structure (SMILES): C=C=[Si](N)CC.c1ccccc1
2S+1: 1
molar mass: 177.323 g/mol
relative energy (zero: lowest compared OMol25 entry of this formula, charge and spin): 2.712 eV
charge: 0
E_HOMO: -0.2518 hartree

# 6
A structure of composition C10H15O7PSn at a distorted geometry, computed with the ωB97M-V functional and the def2-TZVPD basis.

Geometry (Å):
Sn 1.80 0.96 -1.65
O 4.80 -0.81 -3.41
C 3.96 -0.22 -2.91
C -0.38 0.94 -2.83
O -1.42 1.36 -3.09
C 1.57 1.33 0.62
O 2.05 2.29 1.18
C 2.53 3.33 -2.49
O 2.38 4.41 -2.85
C 1.91 -3.46 0.67
C 1.61 -2.21 -0.14
O 0.98 -1.29 0.84
P 0.28 0.21 1.08
O -0.85 -0.43 2.10
C -1.61 -1.61 1.64
C -2.41 -1.47 0.36
O -0.85 1.16 0.25
C -1.39 2.28 1.09
C -2.47 3.03 0.36
H 2.72 -3.27 1.39
H 2.22 -4.27 0.01
H 1.03 -3.79 1.23
H 2.54 -1.81 -0.59
H 0.87 -2.38 -0.94
H -0.92 -2.47 1.52
H -2.27 -1.77 2.50
H -1.85 -1.50 -0.60
H -3.07 -2.35 0.33
H -3.07 -0.60 0.34
H -1.82 1.75 1.94
H -0.61 2.97 1.46
H -3.35 2.39 0.20
H -2.80 3.85 1.01
H -2.11 3.46 -0.58

Output
LUMO energy: -9.311 eV
largest force on an atom: 6.7 eV Å⁻¹
frontier orbital gap: 6.6 eV
2S+1: 1
molar mass: 396.908 g/mol
charge: +2
E_HOMO: -0.5838 hartree

# 7
A cluster of 2 separate species, C10H16 in total at a distorted geometry, computed with the ωB97M-V functional and the def2-TZVPD basis.

Geometry (Å):
C 1.54 -1.76 1.71
C 0.24 -2.48 2.15
C 2.16 -2.32 0.45
H 1.39 -0.70 1.49
H 2.30 -1.82 2.50
H 0.06 -3.15 1.30
H 2.49 -3.36 0.39
H -0.65 -1.85 2.13
H 0.29 -2.98 3.11
H 1.44 -2.17 -0.39
H 2.93 -1.67 0.02
C -3.02 0.85 -1.14
C 0.75 1.15 -1.54
C 1.04 2.39 -0.96
C -0.57 0.72 -1.57
C -1.65 1.51 -1.14
C 0.02 3.00 -0.29
C -1.33 2.61 -0.33
H 1.48 0.40 -1.83
H 2.02 2.82 -1.03
H -0.86 -0.16 -2.14
H 0.18 3.81 0.43
H -3.16 -0.07 -1.72
H -3.71 1.57 -1.56
H -2.12 3.20 0.13
H -3.26 0.45 -0.15

Output
LUMO energy: 0.912 eV
largest force on an atom: 2.5 eV Å⁻¹
frontier orbital gap: 10.0 eV
structure (SMILES): Cc1ccccc1.CCC
2S+1: 1
molar mass: 136.238 g/mol
relative energy (zero: lowest compared OMol25 entry of this formula, charge and spin): 1.211 eV
charge: 0
E_HOMO: -0.3334 hartree

# 8
A cluster of 2 separate species, C10H16 in total at a distorted geometry, computed with the ωB97M-V functional and the def2-TZVPD basis.

Geometry (Å):
C -0.95 0.14 -2.04
C -2.44 -0.02 -2.27
C -0.70 -0.26 -0.58
C -1.24 0.45 0.49
C -0.09 -1.50 -0.27
C -1.14 0.01 1.81
C 0.18 -1.85 1.05
C -0.37 -1.11 2.10
H -0.47 -0.67 -2.62
H -0.50 1.10 -2.30
H -3.05 0.71 -1.74
H -1.87 1.32 0.31
H 0.15 -2.13 -1.12
H -1.70 0.56 2.57
H 0.76 -2.75 1.22
H -0.19 -1.43 3.10
H -2.78 -1.04 -2.08
H -2.61 0.10 -3.35
C 2.48 1.99 -0.22
C 3.45 1.22 0.68
H 2.91 2.69 -0.93
H 1.73 1.35 -0.70
H 1.83 2.65 0.40
H 4.05 1.92 1.24
H 3.76 0.37 0.03
H 2.82 0.69 1.41

Output
LUMO energy: 0.976 eV
largest force on an atom: 2.5 eV Å⁻¹
frontier orbital gap: 10.0 eV
structure (SMILES): CCc1ccccc1.CC
2S+1: 1
molar mass: 136.238 g/mol
relative energy (zero: lowest compared OMol25 entry of this formula, charge and spin): 0.843 eV
charge: 0
E_HOMO: -0.3315 hartree

# 9
A cluster of 2 separate species, C10H16 in total at a distorted geometry, computed with the ωB97M-V functional and the def2-TZVPD basis.

Geometry (Å):
C -1.80 3.01 0.89
C -2.65 2.56 -0.32
C -0.34 2.70 0.62
H -2.01 4.07 0.99
H -2.12 2.48 1.78
H -3.69 2.33 -0.07
H 0.35 3.09 1.38
H -0.13 1.63 0.48
H 0.05 3.16 -0.29
H -2.87 3.45 -0.94
H -2.17 1.84 -0.96
C 0.90 -1.40 -2.33
C 2.52 -2.35 0.94
C 2.35 -2.05 -0.40
C 1.38 -2.47 1.76
C 1.05 -1.94 -0.92
C 0.11 -2.40 1.23
C -0.08 -2.22 -0.16
H 3.50 -2.48 1.38
H 3.21 -1.89 -1.03
H 1.51 -2.76 2.79
H -0.75 -2.43 1.88
H 1.70 -0.66 -2.46
H 0.03 -0.77 -2.46
H -1.01 -2.36 -0.67
H 0.99 -2.16 -3.11

Output
LUMO energy: 0.967 eV
largest force on an atom: 1.6 eV Å⁻¹
frontier orbital gap: 9.9 eV
structure (SMILES): Cc1ccccc1.CCC
2S+1: 1
molar mass: 136.238 g/mol
relative energy (zero: lowest compared OMol25 entry of this formula, charge and spin): 0.696 eV
charge: 0
E_HOMO: -0.3297 hartree

> Which value of molar mass does entry 6 give?

396.908 g/mol